1.
{
  "formula": "C49H77BCl32N2O4S",
  "method": "the ωB97M-V functional and the def2-TZVPD basis",
  "species": ["C", "C", "O", "B", "O", "C", "C", "C", "C", "C", "C", "O", "O", "C", "C", "C", "N", "C", "C", "C", "C", "C", "C", "C", "C", "C", "C", "C", "C", "C", "C", "N", "C", "C", "C", "C", "C", "C", "C", "C", "S", "H", "H", "H", "H", "H", "H", "H", "H", "H", "H", "H", "H", "H", "H", "H", "H", "H", "H", "H", "H", "H", "H", "H", "H", "H", "H", "H", "H", "H", "H", "H", "H", "H", "H", "H", "H", "H", "H", "H", "H", "H", "H", "H", "H", "H", "C", "Cl", "Cl", "H", "H", "C", "Cl", "Cl", "H", "H", "C", "Cl", "Cl", "H", "H", "C", "Cl", "Cl", "H", "H", "C", "Cl", "Cl", "H", "H", "C", "Cl", "Cl", "H", "H", "C", "Cl", "Cl", "H", "H", "C", "Cl", "Cl", "H", "H", "C", "Cl", "Cl", "H", "H", "C", "Cl", "Cl", "H", "H", "C", "Cl", "Cl", "H", "H", "C", "Cl", "Cl", "H", "H", "C", "Cl", "Cl", "H", "H", "C", "Cl", "Cl", "H", "H", "C", "Cl", "Cl", "H", "H", "C", "Cl", "Cl", "H", "H"],
  "xyz": [[7.27153, -1.56968, 2.32635], [6.20180, -0.64050, 3.01574], [6.50293, 0.77533, 2.86206], [5.56282, 1.33444, 1.92369], [6.01769, 1.45485, 0.58076], [4.10591, 1.71990, 2.43987], [3.99796, 2.44106, 3.74110], [2.68210, 2.80481, 4.32884], [2.49835, 3.52090, 5.71210], [1.95903, 2.49051, 6.81776], [0.44983, 2.12370, 6.65515], [0.04131, 0.98441, 6.81837], [-0.52147, 3.06460, 6.26791], [1.45664, 2.43137, 3.57724], [1.58282, 1.71844, 2.29881], [2.89496, 1.33801, 1.67105], [2.87804, 0.65030, 0.41172], [2.07470, -0.55430, 0.40945], [2.61772, -1.87834, 0.00777], [4.13228, -1.97064, -0.47865], [4.15388, -1.28742, -1.93654], [3.11010, -1.92034, -2.94987], [2.04209, -0.86828, -3.51191], [0.75282, -0.72394, -2.59825], [-0.62380, -0.65126, -3.39910], [-1.76767, -0.72744, -2.27566], [-2.26113, -2.20305, -1.98756], [-3.32127, -2.28700, -0.79804], [-3.21072, -3.62585, 0.04494], [-4.56770, -3.97679, 0.83009], [-4.14261, -4.56310, 2.24803], [-4.03743, -3.53219, 3.29499], [-2.89945, -3.02107, 3.92867], [-3.21813, -2.00651, 4.95725], [-4.75330, -1.92411, 4.92935], [-5.13002, -2.87182, 3.88476], [1.80487, -3.11716, 0.03851], [0.37258, -2.97049, 0.45909], [-0.23148, -1.68039, 0.86945], [0.63882, -0.49484, 0.83991], [0.09111, 1.18661, 1.36090], [7.16955, -1.65183, 1.20729], [7.25880, -2.63120, 2.72185], [8.29592, -1.16712, 2.59845], [5.16599, -0.88145, 2.60583], [6.15628, -0.93237, 4.10850], [6.40980, 0.57576, 0.38367], [4.94687, 2.67747, 4.28171], [3.54351, 3.78976, 6.06466], [1.87807, 4.45393, 5.67346], [2.06945, 2.95759, 7.84579], [2.60743, 1.56493, 6.84677], [-1.29057, 2.57821, 5.89683], [0.44037, 2.68983, 3.98499], [3.80094, 0.52238, -0.00306], [4.41750, -3.04851, -0.54902], [4.76004, -1.37633, 0.25249], [4.02425, -0.17060, -1.88501], [5.20093, -1.46299, -2.34396], [2.57017, -2.82759, -2.56211], [3.71107, -2.27485, -3.84296], [2.60809, 0.10324, -3.65915], [1.72464, -1.25756, -4.53983], [0.69363, -1.64417, -1.95610], [0.85087, 0.21787, -1.97799], [-0.73639, -1.46085, -4.17356], [-0.69027, 0.37130, -3.85675], [-2.60282, -0.05935, -2.64524], [-1.41184, -0.26370, -1.30248], [-1.42196, -2.95277, -1.84205], [-2.82674, -2.54232, -2.91677], [-4.35414, -2.29707, -1.27056], [-3.27184, -1.35716, -0.16398], [-2.91290, -4.50861, -0.60041], [-2.41028, -3.55562, 0.84533], [-5.17532, -3.03272, 0.89803], [-5.10073, -4.80027, 0.26216], [-4.86771, -5.38243, 2.53537], [-3.12718, -5.06262, 2.20989], [-1.83458, -3.32952, 3.72960], [-2.51857, -1.44731, 5.61916], [-5.43162, -1.30271, 5.55799], [-6.13205, -3.18663, 3.50277], [2.21832, -4.13759, -0.24076], [-0.20774, -3.93799, 0.47377], [-1.30853, -1.61761, 1.19313], [4.85232, -5.99323, -1.53017], [5.83154, -4.64949, -2.12607], [3.37029, -5.41983, -0.73855], [4.57861, -6.62703, -2.36995], [5.43628, -6.56332, -0.81202], [-0.80404, -4.26217, -5.06375], [-2.06299, -5.48770, -4.85736], [0.10762, -4.02968, -3.57067], [-0.12278, -4.58320, -5.84800], [-1.27107, -3.32027, -5.34346], [-1.36946, -8.83061, -3.78909], [-2.63205, -10.05257, -3.58465], [-0.45660, -8.59432, -2.29397], [-0.68768, -9.15557, -4.57105], [-1.83304, -7.88898, -4.06986], [-4.92180, 1.23046, 7.07062], [-3.34002, 0.93512, 6.33803], [-6.15495, 1.52744, 5.84167], [-5.20774, 0.35960, 7.65584], [-4.85224, 2.10261, 7.71575], [-2.70423, 3.25165, -3.71903], [-3.44028, 1.70462, -4.14063], [-1.31121, 2.99331, -2.65843], [-2.37612, 3.75040, -4.62833], [-3.43599, 3.86869, -3.20382], [-5.62160, 5.77101, 6.58101], [-6.26349, 4.49530, 7.62212], [-5.42715, 5.20246, 4.91701], [-6.30948, 6.61287, 6.58863], [-4.65336, 6.08313, 6.96258], [4.13386, -0.72223, -6.88685], [2.89784, -1.96719, -6.67980], [5.02925, -0.46395, -5.39144], [4.82260, -1.03755, -7.66651], [3.65361, 0.21062, -7.17311], [-1.93367, 6.99410, 7.69306], [-0.93145, 8.34408, 7.15193], [-3.40439, 7.56569, 8.49529], [-2.21265, 6.39398, 6.82964], [-1.36314, 6.38974, 8.39350], [2.42320, 3.69677, -0.89346], [2.09413, 2.94888, -2.46044], [2.67053, 5.44047, -1.05941], [1.57656, 3.52096, -0.23343], [3.31965, 3.25075, -0.46976], [0.42415, 2.88516, -6.05333], [0.90987, 1.18725, -5.99146], [-0.01439, 3.37140, -7.69617], [-0.43375, 3.02791, -5.40228], [1.25261, 3.50149, -5.71246], [-7.11891, 7.19339, 1.80172], [-8.43005, 8.12011, 2.54099], [-6.38038, 8.08300, 0.46436], [-6.35968, 6.99398, 2.55499], [-7.51900, 6.25599, 1.42381], [-5.88550, -5.87442, -5.46443], [-7.13710, -5.03418, -4.54229], [-5.01109, -7.03025, -4.45460], [-6.35279, -6.41012, -6.28733], [-5.18079, -5.14214, -5.85164], [10.44048, 1.34874, 3.23741], [11.60618, 2.36815, 2.38540], [11.11759, -0.24759, 3.58779], [10.17012, 1.82954, 4.17395], [9.55629, 1.22817, 2.61563], [-7.00752, -10.25485, -5.54980], [-8.37385, -9.39777, -4.82810], [-6.29247, -9.32411, -6.87087], [-6.25115, -10.41943, -4.78605], [-7.35468, -11.20868, -5.93868], [0.80235, 8.08376, -2.62108], [0.47587, 7.32586, -4.18620], [1.04593, 9.82758, -2.78707], [-0.04305, 7.90708, -1.96099], [1.70051, 7.64161, -2.19683], [0.48433, 10.58743, -6.36942], [-0.99938, 9.74473, -6.82810], [0.44848, 12.27916, -6.88311], [0.59045, 10.54914, -5.28964], [1.32987, 10.09353, -6.84160]],
  "forces_ev_per_angstrom": [[0.5488, 0.1708, 0.3346], [-0.3145, -1.3670, 0.2952], [-1.2323, -0.6075, -1.0928], [1.0477, -0.1308, 0.2474], [-1.2673, -1.2142, 1.2513], [-1.5002, 0.5917, 0.3087], [-2.5520, -0.5620, -0.7861], [-0.1936, -0.7668, -1.9950], [1.2570, -1.0858, 0.2643], [-0.3248, 1.3577, 0.0814], [-1.5124, -2.0703, -0.3525], [1.0900, 1.3039, -0.0920], [1.8652, 0.0663, -0.0607], [2.3739, -0.7735, -1.1317], [1.3265, -0.2513, 0.2788], [-0.6378, 1.9118, 2.9518], [-0.5254, -0.5721, 1.3145], [-2.2075, -2.8487, 0.0733], [-0.2460, -0.3124, 0.6795], [-2.1608, 1.1889, -0.4615], [0.7864, -0.9578, 0.2232], [0.1628, 0.4740, -0.9049], [0.2041, -0.8225, -0.0730], [0.1838, -0.1436, -1.0626], [0.2441, 0.7936, 1.9589], [0.0004, -0.1798, -0.5112], [-0.7962, 0.1892, -0.3052], [-0.0869, -0.6519, -0.6812], [-0.2611, 0.2892, 0.4631], [1.6310, -0.4917, -0.2469], [-0.2155, -0.4100, -0.3062], [-0.0233, 1.9695, 2.1707], [0.6782, 1.8916, 2.0860], [-2.6839, -2.4458, -2.5758], [2.4045, -2.3161, -2.3275], [-0.1035, 0.7756, 1.0766], [-2.3916, 3.3389, 1.1813], [1.6067, 0.8559, -0.1481], [2.6752, -0.4416, -0.7352], [1.6803, -0.9529, -0.3500], [1.0275, -0.7402, 0.2537], [0.0979, 0.3053, 1.0371], [-0.3278, 1.2416, -0.3190], [-1.0957, -0.4202, -0.5112], [1.0695, 0.3161, 0.4217], [0.1286, 0.6946, -1.0882], [0.3824, 0.9458, -0.0534], [-1.0051, -0.2063, -0.5059], [-1.2419, -0.0339, -0.4011], [0.4782, -0.9855, -0.1111], [-0.1978, -0.3332, -1.1332], [-1.1922, 0.8621, -0.2753], [0.5417, -0.0242, 0.7130], [1.2547, -0.3668, -0.5937], [-0.3204, 0.0855, 0.2857], [-0.0221, 1.2231, 0.2209], [-0.3494, -0.8882, -0.7717], [-0.0263, -1.0370, 0.0421], [-1.1314, 0.3161, 0.3635], [0.6003, 0.9066, -0.0656], [-0.7364, 0.2885, 1.0299], [-0.8957, -0.9512, 0.0582], [0.3732, 0.6860, 1.4657], [0.0749, 1.0556, -0.2920], [-0.2762, -1.1954, -0.4539], [0.1627, 0.8764, 0.7515], [0.0096, -1.1340, 0.0660], [0.6463, -1.1616, 0.7239], [-0.1567, -0.4706, -1.1506], [-0.9280, 1.2497, 0.0458], [0.8218, 0.1950, 0.9232], [1.0932, 0.1623, 0.5739], [0.0173, -1.0178, -0.3508], [-0.3712, 1.0688, 0.5023], [-0.7308, 0.1945, -1.0526], [0.3529, -1.1606, 0.2089], [0.3124, 1.1771, 0.6546], [0.6601, 1.0974, 0.0932], [-1.1491, 0.5887, -0.2029], [-1.5732, 0.0586, -0.1589], [-0.6771, -0.8357, -0.9103], [0.7046, -0.7374, -0.8516], [0.9488, 0.5771, 0.6180], [-1.5109, 2.9504, 0.8137], [0.4077, 1.4210, 0.0470], [1.4342, 0.0034, -0.3577], [0.1038, -0.4193, -0.0804], [0.0525, -0.0987, -0.0683], [1.4255, -1.6546, -0.6635], [-0.0407, 0.1640, 0.0482], [-0.0702, 0.1588, -0.0018], [0.1716, 0.1079, -0.0984], [-0.1245, 0.1896, -0.1499], [0.3038, -0.2182, -0.2214], [-0.0578, -0.0589, 0.1379], [-0.0425, -0.0992, 0.1392], [0.0062, 0.1010, -0.1489], [-0.0477, -0.0129, -0.0799], [0.0544, 0.0808, -0.0493], [-0.0548, -0.0708, 0.1519], [0.0252, -0.1836, 0.1611], [-0.0811, 0.0878, 0.1448], [0.0366, 0.1912, 0.2108], [-0.0582, -0.0844, 0.0381], [0.0820, -0.0046, -0.1802], [0.0059, -0.0290, -0.1675], [-0.0470, 0.1052, 0.0851], [-0.2709, 0.2299, -0.3328], [0.0105, 0.1819, -0.0334], [0.0006, -0.1058, 0.0763], [0.0689, -0.1435, 0.0122], [0.0478, 0.1269, 0.0007], [-0.0209, 0.2027, 0.1456], [0.0470, 0.0594, -0.0827], [-0.0045, -0.1597, -0.0335], [-0.2234, -0.1848, -0.1054], [0.0184, 0.1732, -0.2296], [-0.0031, -0.1376, -0.3541], [0.2431, 0.1685, -0.0404], [-0.0424, -0.0736, 0.1640], [-0.0630, -0.1172, 0.1427], [0.1287, -0.1552, -0.0605], [0.0257, -0.0866, -0.0266], [0.0803, 0.0330, 0.1598], [0.0000, 0.1339, 0.0415], [-0.0794, 0.1438, -0.0076], [-0.0404, -0.2229, 0.1733], [0.0924, -0.1298, 0.0238], [0.0783, 0.0543, 0.1324], [0.0237, 0.0235, -0.1386], [-0.0359, 0.1117, -0.1407], [0.0526, 0.1099, 0.0892], [0.0825, 0.0818, 0.0087], [-0.0356, 0.0985, 0.0196], [0.0831, -0.1279, -0.0964], [-0.0429, -0.0969, -0.0913], [0.0878, -0.1753, 0.0883], [-0.0077, -0.0783, 0.0725], [0.0633, -0.0728, -0.0226], [-0.0955, 0.1376, -0.0796], [-0.0324, 0.1684, -0.0283], [0.0143, 0.0772, -0.2170], [-0.0040, 0.0356, -0.0695], [0.0380, -0.1016, 0.0311], [-0.0141, -0.0520, 0.1946], [-0.0221, -0.0502, 0.1782], [-0.2042, 0.0842, 0.0015], [-0.0602, 0.0542, 0.0059], [-0.0911, -0.0374, 0.0413], [0.1381, -0.0704, -0.0710], [0.1301, -0.0337, 0.0150], [0.0378, -0.1490, 0.1493], [0.0143, -0.0547, 0.0411], [0.0512, -0.1094, -0.1321], [-0.0534, 0.1704, -0.0748], [-0.0289, 0.1719, -0.0486], [0.0355, -0.1864, 0.1446], [0.0048, -0.0469, 0.0668], [0.0215, 0.0362, 0.1575], [0.0262, 0.0811, -0.1501], [-0.1043, 0.1323, -0.1886], [0.1509, -0.0847, 0.0748], [0.0080, -0.0787, 0.0180], [0.0835, 0.0280, 0.0246], [-0.1241, 0.0435, -0.1333], [-0.1430, 0.0774, -0.0567]],
  "mulliken_charge": [-0.80, 0.05, -0.35, 0.48, -0.63, 0.57, -0.99, 0.47, -1.05, -0.46, 0.52, -0.59, -0.34, -0.62, 0.86, -1.50, 1.02, -1.05, 1.16, -0.43, -0.57, -0.18, -0.18, 2.28, 0.57, -0.26, 0.23, -0.99, 0.37, -0.59, -1.00, 0.35, -0.43, -0.36, -0.36, -0.54, -0.11, -1.05, 0.03, 0.82, -0.26, 0.16, 0.38, 0.02, 0.09, 0.36, 0.27, 0.28, 0.32, 0.39, 0.34, 0.32, 0.19, 0.49, 0.01, 0.18, -0.50, 0.36, 0.50, -0.10, 0.46, -0.01, -0.19, -1.38, -0.30, -0.31, -0.35, 0.12, -0.28, -0.44, 0.47, 0.50, 0.32, 0.38, -0.57, 0.45, 0.28, 0.35, 0.37, 0.32, 0.45, 0.24, 0.32, -0.53, 0.32, 0.62, -0.44, -0.11, 0.00, 0.34, 0.35, -0.66, -0.14, 0.02, 0.51, 0.25, 0.47, -0.17, -0.15, 0.28, -0.39, -0.42, -0.07, -0.13, 0.36, 0.28, -0.54, -0.12, -0.02, 0.30, 0.39, 0.53, -0.15, -0.17, 0.32, -0.51, -0.27, -0.09, -0.09, 0.35, 0.18, -0.05, -0.16, -0.18, 0.11, 0.27, 0.27, -0.01, -0.22, 0.02, -0.10, 0.47, -0.02, -0.19, -0.52, 0.25, -0.02, -0.15, -0.16, 0.06, 0.26, -0.19, -0.17, -0.10, 0.22, 0.24, 0.16, -0.16, -0.17, 0.26, -0.10, -0.19, -0.14, -0.15, 0.16, 0.32, 0.07, -0.12, -0.21, 0.29, -0.02, 0.24, -0.15, -0.17, -0.18, 0.27]
}

---

2.
{
  "formula": "C3H7NS3",
  "method": "the ωB97M-V functional and the def2-TZVPD basis",
  "species": ["C", "C", "C", "N", "S", "S", "S", "H", "H", "H", "H", "H", "H", "H"],
  "xyz": [[-0.34132, 0.53898, -1.08907], [1.38647, 2.16536, -0.85477], [-0.41079, -2.27067, 2.24854], [0.69454, 0.94276, -0.58249], [-1.08357, -1.17539, -0.62907], [-1.43270, 1.37864, -2.18029], [-0.12855, -2.54332, 0.51071], [1.06592, 2.63471, -1.93769], [1.18625, 2.84256, 0.07282], [2.37828, 1.90905, -0.85344], [-1.44744, -2.30810, 2.74903], [-0.10847, -1.23537, 2.51383], [0.24610, -3.13129, 2.73674], [-2.00472, 0.25208, -2.70487]],
  "forces_ev_per_angstrom": [[-0.6163, -1.9759, 0.7083], [-3.4998, 2.1075, -0.7233], [-0.2733, -0.1624, 2.4637], [0.9849, -0.1560, 0.6657], [-1.0999, 0.9237, -0.6116], [-0.4579, -0.3671, -0.5777], [0.4921, 0.0167, -0.5708], [0.7407, -0.7207, 2.7447], [0.3416, -0.6956, -1.9731], [2.5984, -0.1759, -0.1633], [1.1373, -0.5219, -1.4764], [0.5561, -0.8793, 0.0099], [-1.1906, 2.1012, -0.8077], [0.2867, 0.5057, 0.3116]],
  "nbo_charge": [0.05, -0.43, -0.80, -0.46, 0.01, 0.00, 0.16, 0.18, 0.22, 0.21, 0.23, 0.24, 0.24, 0.16],
  "smiles": "C/N=C(\\S)SSC"
}

---

3.
{
  "formula": "C2H4N4",
  "method": "the ωB97M-V functional and the def2-TZVPD basis",
  "species": ["N", "C", "N", "N", "N", "C", "H", "H", "H", "H"],
  "xyz": [[-0.36823, -0.79128, 1.58132], [-0.27727, -0.09733, 0.36947], [-1.09094, -0.10145, -0.67405], [-0.40617, 0.62454, -1.58632], [0.79803, 1.02591, -1.21687], [0.87835, 0.64606, 0.04037], [0.49236, -1.32088, 1.68041], [-1.15507, -1.41622, 1.69571], [-0.56220, 0.48636, -2.57428], [1.69114, 0.94429, 0.68425]],
  "forces_ev_per_angstrom": [[-0.1178, -0.0866, -0.0702], [0.3273, -0.0112, -0.2122], [0.5446, -0.2333, 0.0989], [0.0411, -0.3047, -0.1413], [-0.2401, 0.1461, 0.1995], [0.1195, 0.2121, 0.0294], [-0.2476, 0.0790, 0.2944], [-0.0783, 0.1850, -0.2861], [-0.4151, 0.1788, 0.2124], [0.0664, -0.1652, -0.1247]],
  "nbo_charge": [-0.81, 0.26, -0.29, -0.18, -0.21, -0.14, 0.38, 0.39, 0.40, 0.21],
  "smiles": "Nc1cn[nH]n1"
}

---

What did we get for E_HOMO? Answer: -0.2843; -0.3193; -0.3299 Ha, in the order shown.
What did we get for HOMO-LUMO gap? Answer: 7.675; 9.210; 10.083 eV, in the order shown.